(1)
DFT (ωB97M-V/def2-TZVPD) results for a structure of composition C14H9N3O8STc.

```
! wB97M-V def2-TZVPD RIJCOSX def2/J DEFGRID3
* xyz 0 2
Tc 0.32 -0.36 1.05
O 2.04 2.84 3.26
C 1.32 1.85 2.76
O 1.81 0.90 2.18
C -0.17 2.03 2.95
O -0.84 0.81 2.69
C -1.13 -0.02 3.83
C -0.31 -1.30 3.79
O -0.19 -1.98 4.77
O 0.15 -1.57 2.60
H 2.97 2.68 3.04
H -0.51 2.77 2.22
H -0.38 2.39 3.96
H -2.19 -0.28 3.78
H -0.94 0.52 4.76
O -1.46 2.74 -0.68
C -0.96 1.65 -0.70
O -0.04 1.31 0.23
C -1.21 0.65 -1.79
C -1.28 1.15 -3.09
C -1.48 0.29 -4.16
C -1.64 -1.07 -3.93
C -1.61 -1.57 -2.64
C -1.39 -0.71 -1.56
S -1.42 -1.37 0.08
H -1.17 2.21 -3.25
H -1.51 0.68 -5.17
H -1.80 -1.75 -4.76
H -1.76 -2.62 -2.45
O 1.67 -1.15 0.03
N 1.41 -2.06 -0.94
C 2.24 -1.97 -1.92
C 3.30 -1.00 -1.98
N 4.16 -0.23 -2.04
C 2.06 -2.87 -3.02
N 1.93 -3.58 -3.91
*
```

Summary:
Orbital gap (alpha / beta) in eV: 6.8531 / 7.1362
LUMO (alpha / beta) in hartree: -0.0668 / -0.0658
Energy above the lowest of the compared OMol25 structures with the same formula, charge and spin in kcal per mole: 0.0

=====

(2)
DFT (ωB97M-V/def2-TZVPD) results for a structure of composition C41H79BrNO10S4 in a non-equilibrium geometry.

```
! wB97M-V def2-TZVPD RIJCOSX def2/J DEFGRID3
* xyz 0 2
C 2.19 -0.72 2.59
C 2.78 -0.34 1.22
C 3.83 -1.34 0.74
C 4.11 -1.19 -0.75
C 4.77 0.13 -1.10
C 6.23 0.24 -0.68
C 6.82 1.57 -1.18
C 6.51 2.73 -0.21
C 5.36 3.66 -0.69
C 4.57 4.14 0.52
C 3.12 4.56 0.26
C 2.30 3.50 -0.50
C 1.07 3.01 0.30
C -0.23 3.56 -0.28
C -1.52 3.07 0.41
C -1.63 3.84 1.76
C -2.07 3.02 2.93
O -1.36 2.66 3.88
Br -3.99 2.48 2.98
C -1.57 1.56 0.56
C -1.64 0.74 -0.75
C -0.28 0.17 -1.16
C -2.52 -0.49 -0.48
N -2.21 1.50 -1.89
O -1.38 1.85 -2.80
C -3.21 2.53 -1.54
C -3.51 3.32 -2.83
C -4.55 1.91 -1.10
C -2.72 3.53 -0.47
H 1.11 -0.76 2.49
H 2.46 0.00 3.36
H 2.59 -1.69 2.87
H 3.25 0.64 1.26
H 2.00 -0.29 0.46
H 4.73 -1.17 1.33
H 3.51 -2.36 0.95
H 4.79 -1.99 -1.07
H 3.19 -1.33 -1.30
H 4.22 0.96 -0.65
H 4.74 0.30 -2.18
H 6.34 0.22 0.40
H 6.78 -0.62 -1.07
H 7.90 1.46 -1.24
H 6.41 1.78 -2.16
H 6.19 2.29 0.73
H 7.43 3.27 0.00
H 4.77 3.10 -1.41
H 5.80 4.49 -1.22
H 5.11 5.00 0.92
H 4.55 3.39 1.31
H 3.11 5.53 -0.23
H 2.64 4.72 1.22
H 2.88 2.63 -0.76
H 1.93 3.95 -1.41
H 1.15 3.37 1.32
H 1.07 1.93 0.32
H -0.20 4.64 -0.10
H -0.27 3.44 -1.36
H -2.30 4.68 1.64
H -0.65 4.21 2.02
H -0.67 1.24 1.07
H -2.39 1.24 1.19
H -0.40 -0.39 -2.08
H 0.00 -0.55 -0.40
H 0.47 0.94 -1.28
H -2.02 -1.10 0.25
H -2.64 -1.08 -1.37
H -3.47 -0.22 -0.03
H -4.44 3.86 -2.71
H -3.59 2.67 -3.69
H -2.75 4.06 -2.99
H -5.27 2.72 -1.10
H -4.86 1.14 -1.78
H -4.49 1.56 -0.07
H -2.53 4.50 -0.91
H -3.56 3.68 0.21
C -5.94 -5.76 -2.13
C -4.58 -5.88 -2.81
C -4.00 -4.47 -2.94
S -4.70 -3.52 -1.58
O -5.54 -2.48 -2.12
O -3.66 -3.20 -0.63
C -5.73 -4.83 -0.94
H -6.32 -6.73 -1.81
H -6.66 -5.32 -2.82
H -3.92 -6.50 -2.20
H -4.65 -6.36 -3.79
H -2.91 -4.45 -2.85
H -4.30 -3.98 -3.87
H -6.65 -4.40 -0.55
H -5.18 -5.33 -0.15
C 9.68 7.90 -1.71
C 8.94 8.53 -0.52
C 8.02 7.46 0.07
S 8.80 5.88 -0.29
O 7.95 5.14 -1.18
O 9.28 5.29 0.93
C 10.18 6.54 -1.21
H 10.50 8.52 -2.05
H 8.99 7.76 -2.54
H 9.66 8.85 0.23
H 8.37 9.41 -0.82
H 7.91 7.56 1.15
H 7.04 7.46 -0.40
H 10.44 5.86 -2.01
H 11.01 6.65 -0.52
C -8.00 -7.10 2.84
C -9.32 -7.09 2.04
C -8.97 -7.40 0.58
S -7.48 -8.41 0.62
O -6.41 -7.66 0.01
O -7.79 -9.75 0.20
C -7.26 -8.37 2.40
H -8.18 -7.10 3.91
H -7.41 -6.22 2.59
H -9.99 -7.85 2.43
H -9.83 -6.13 2.13
H -9.76 -7.96 0.07
H -8.74 -6.49 0.02
H -6.20 -8.36 2.63
H -7.73 -9.26 2.80
C -1.52 -3.38 3.01
C -2.54 -2.93 1.96
C -1.89 -3.11 0.58
S -0.70 -4.44 0.76
O 0.62 -3.90 0.56
O -1.16 -5.60 0.03
C -0.96 -4.71 2.51
H -1.97 -3.48 4.00
H -0.72 -2.64 3.08
H -3.44 -3.56 2.03
H -2.86 -1.90 2.12
H -2.62 -3.38 -0.19
H -1.35 -2.22 0.28
H -0.01 -4.98 2.97
H -1.68 -5.51 2.62
*
```

Summary:
Orbital gap (alpha / beta) in eV: 8.1632 / 9.2539
LUMO (alpha / beta) in hartree: 0.0064 / 0.0064

=====

(3)
DFT (ωB97M-V/def2-TZVPD) results for a structure of composition C6H5N2S in a non-equilibrium geometry.

```
! wB97M-V def2-TZVPD RIJCOSX def2/J DEFGRID3
* xyz 1 1
C -1.80 0.27 -0.01
C -1.58 -1.11 0.02
C -0.74 1.16 -0.05
C -0.29 -1.59 -0.01
C 1.79 1.32 0.01
C 0.57 0.64 -0.03
N 2.44 -1.09 -0.01
N 0.68 -0.70 -0.03
S 3.12 0.29 0.03
H -2.81 0.65 0.01
H -2.40 -1.80 0.09
H -0.88 2.22 -0.07
H -0.02 -2.64 -0.01
H 1.92 2.39 0.06
*
```

Summary:
Orbital gap in eV: 7.8791
LUMO in hartree: -0.2071
Energy above the lowest of the compared OMol25 structures with the same formula, charge and spin in kcal per mole: 23.9

=====

(4)
DFT (ωB97M-V/def2-TZVPD) results for a structure of composition C36H48N4P2PrS3 in a non-equilibrium geometry.

```
! wB97M-V def2-TZVPD RIJCOSX def2/J DEFGRID3
* xyz 1 3
Pr -0.64 -0.33 0.97
S 1.84 -1.51 0.81
P 2.26 0.48 0.50
C 0.94 1.58 0.80
P 0.11 2.07 -0.64
S -1.39 0.86 -1.38
C 0.97 2.74 -2.10
C 0.49 2.55 -3.39
C 1.16 3.13 -4.45
C 2.30 3.89 -4.23
C 2.78 4.07 -2.94
C 2.10 3.51 -1.87
C -0.73 3.59 -0.12
C -1.57 4.24 -1.01
C -2.07 5.49 -0.70
C -1.73 6.10 0.50
C -0.91 5.44 1.40
C -0.40 4.19 1.09
C 3.11 0.54 -1.11
C 4.44 0.94 -1.25
C 4.99 1.03 -2.51
C 4.25 0.71 -3.64
C 2.94 0.30 -3.50
C 2.37 0.22 -2.24
C 3.50 0.94 1.73
C 3.97 0.07 2.71
C 4.91 0.51 3.63
C 5.39 1.81 3.57
C 4.92 2.68 2.60
C 3.97 2.25 1.69
H -0.39 1.95 -3.55
H 0.78 2.99 -5.45
H 2.81 4.34 -5.06
H 3.67 4.65 -2.77
H 2.45 3.65 -0.86
H -1.82 3.76 -1.95
H -2.70 6.01 -1.41
H -2.09 7.09 0.73
H -0.65 5.90 2.34
H 0.30 3.68 1.74
H 5.03 1.18 -0.38
H 6.02 1.35 -2.62
H 4.69 0.79 -4.62
H 2.35 0.05 -4.37
H 1.33 -0.07 -2.13
H 3.61 -0.95 2.74
H 5.26 -0.16 4.40
H 6.14 2.14 4.27
H 5.30 3.69 2.54
H 3.58 2.92 0.94
N -0.67 0.62 3.56
C -1.59 1.76 3.69
C -2.96 1.39 3.09
N -2.79 1.15 1.65
H -0.94 -0.09 4.25
H 0.27 0.93 3.81
H -1.18 2.59 3.11
H -1.72 2.08 4.73
H -3.68 2.20 3.30
H -3.33 0.47 3.56
H -2.59 2.06 1.20
H -3.67 0.83 1.25
C -4.48 -6.01 1.67
C -5.57 -5.01 1.29
C -5.31 -4.24 0.00
C -4.16 -3.25 0.09
N -2.87 -3.90 0.02
C -1.82 -3.63 0.80
S -1.97 -2.54 2.10
N -0.65 -4.24 0.62
C -0.29 -5.24 -0.37
C 0.57 -4.68 -1.51
C -0.17 -3.75 -2.48
C -0.45 -2.35 -1.92
H -4.82 -6.62 2.50
H -3.57 -5.51 1.98
H -4.25 -6.67 0.84
H -5.69 -4.29 2.11
H -6.51 -5.55 1.18
H -6.21 -3.66 -0.24
H -5.14 -4.93 -0.83
H -4.21 -2.70 1.04
H -4.22 -2.52 -0.74
H -2.76 -4.57 -0.72
H 0.10 -3.94 1.23
H -1.18 -5.72 -0.76
H 0.29 -6.01 0.15
H 0.95 -5.53 -2.07
H 1.42 -4.14 -1.08
H -1.10 -4.22 -2.81
H 0.47 -3.64 -3.36
H -1.32 -2.32 -1.26
H -0.65 -1.67 -2.75
H 0.45 -2.00 -1.39
*
```

Summary:
Orbital gap (alpha / beta) in eV: 8.2507 / 8.2594
LUMO (alpha / beta) in hartree: -0.0713 / -0.0706
Energy above the lowest of the compared OMol25 structures with the same formula, charge and spin in kcal per mole: 10.2

=====

(5)
DFT (ωB97M-V/def2-TZVPD) results for a cluster of 2 separate species, C4H11NO2 in total in a non-equilibrium geometry.

```
! wB97M-V def2-TZVPD RIJCOSX def2/J DEFGRID3
* xyz 0 1
C -1.18 -2.18 0.38
C -1.97 -0.97 0.88
O -3.16 -0.93 1.11
O -1.17 0.11 1.17
H -1.88 -2.99 0.21
H -0.52 -1.95 -0.47
H -0.43 -2.50 1.12
H -0.25 0.06 0.67
C 0.81 1.96 0.37
N 1.14 0.58 -0.03
C 1.12 0.45 -1.48
H 0.59 1.89 1.43
H 1.63 2.65 0.12
H -0.11 2.30 -0.13
H 2.10 0.30 0.25
H 0.09 0.49 -1.82
H 1.54 -0.51 -1.79
H 1.64 1.22 -2.00
*
```

Summary:
Orbital gap in eV: 10.5152
LUMO in hartree: 0.0244
Energy above the lowest of the compared OMol25 structures with the same formula, charge and spin in kcal per mole: 19.8

=====

(6)
DFT (ωB97M-V/def2-TZVPD) results for a structure of composition CH15NO6 in a non-equilibrium geometry.

```
! wB97M-V def2-TZVPD RIJCOSX def2/J DEFGRID3
* xyz 0 1
C 0.72 1.85 0.57
N -0.69 1.98 0.37
H 1.18 2.35 -0.30
H 1.00 0.76 0.43
H 1.11 2.29 1.47
H -3.49 0.18 1.23
H -0.84 1.45 -0.50
O -2.88 0.35 0.53
H 2.56 -0.40 -0.39
H 3.26 -1.63 0.81
O 2.62 -0.94 0.60
H 2.87 0.00 -2.14
H 0.34 0.31 -1.95
O 2.29 0.22 -1.42
H -0.62 -1.48 0.77
H 0.80 -1.62 1.51
O 0.08 -0.97 1.41
H -2.62 -0.56 0.17
H -1.97 -2.62 0.02
O -1.58 -1.77 -0.19
H -1.28 1.53 1.07
H -0.61 -0.81 -1.43
O -0.61 0.07 -1.84
*
```

Summary:
Orbital gap in eV: 4.0366
LUMO in hartree: -0.2090
Energy above the lowest of the compared OMol25 structures with the same formula, charge and spin in kcal per mole: 216.2

=====

In a.u., the electronic energy values for the records above are, in order, -1784.04711, -6583.31525, -738.98038, -4013.88893, -364.23660, -552.97613.